Entry 1:
Formula: C40H85N7O7P2S
Source: the Open Molecules 2025 dataset
Level of theory: ωB97M-V/def2-TZVPD

Positions of all 142 atoms, in Å:
C1 3.0585 2.5184 5.8612
C2 3.3768 3.0933 4.4264
C3 2.7864 4.5302 4.1458
C4 1.2633 4.7190 4.5234
C5 0.2898 4.7971 3.2512
C6 0.6681 3.6304 2.2585
C7 -0.5834 3.0681 1.4190
C8 -0.5899 1.4967 1.6666
C9 -1.5918 0.6998 0.7505
C10 -1.0077 0.2039 -0.6400
C11 0.4003 0.7947 -1.0449
C12 0.9005 -0.0634 -2.3097
C13 1.6780 0.7866 -3.3844
C14 3.2622 0.7331 -3.1179
C15 3.9820 -0.2255 -4.1394
C16 5.5586 -0.0882 -4.1898
C17 6.2412 0.2875 -2.8205
C18 5.9527 -0.7373 -1.6433
C19 5.3632 -0.0898 -0.3268
C20 4.3363 -1.1280 0.3470
N1 4.8393 -1.5777 1.6778
C21 4.3283 -2.9248 1.9978
C22 3.0468 -2.9663 2.8909
C23 2.6781 -4.2846 3.4727
C24 1.4667 -4.4454 4.2941
C25 0.5779 -3.3107 4.5543
C26 0.9215 -2.0025 4.0192
C27 2.1436 -1.8601 3.1913
O1 2.3904 -0.5697 2.6845
C28 6.2959 1.8322 -2.5148
O2 7.4020 2.0459 -1.6105
S1 8.5713 0.9711 -2.1133
O3 9.0910 0.3451 -0.9001
O4 9.7275 1.5452 -2.7901
O5 7.6758 0.0122 -3.1203
H1 3.7906 1.6925 6.0784
H2 3.1662 3.2954 6.6733
H3 2.0348 2.0547 5.9091
H4 3.0847 2.3465 3.6341
H5 4.5045 3.1639 4.3604
H6 3.0125 4.8048 3.0761
H7 3.3880 5.2486 4.7775
H8 1.1851 5.7346 5.0195
H9 0.8824 3.9817 5.2772
H10 -0.7500 4.6999 3.6599
H11 0.3840 5.8048 2.7662
H12 1.0535 2.7860 2.9048
H13 1.5121 3.8851 1.5621
H14 -0.4992 3.3082 0.3293
H15 -1.4876 3.5525 1.8828
H16 0.4592 1.1126 1.6693
H17 -0.9656 1.3735 2.7290
H18 -2.5610 1.2594 0.6196
H19 -1.8737 -0.2337 1.3286
H20 -0.9499 -0.9124 -0.7429
H21 -1.7308 0.5544 -1.4371
H22 0.2839 1.8688 -1.3751
H23 1.2018 0.6747 -0.2719
H24 0.0408 -0.6518 -2.7337
H25 1.6185 -0.8354 -1.8925
H26 1.5395 0.2437 -4.3704
H27 1.2960 1.8272 -3.5338
H28 3.6413 1.7801 -3.2422
H29 3.3660 0.3423 -2.0656
H30 3.6038 0.0699 -5.1645
H31 3.6928 -1.3063 -4.0210
H32 5.9451 0.6146 -4.9739
H33 5.9554 -1.1100 -4.4683
H34 6.9240 -1.2297 -1.3477
H35 5.3211 -1.5627 -2.0736
H36 4.8143 0.8736 -0.4937
H37 6.1410 0.0987 0.4651
H38 3.3647 -0.5662 0.4329
H39 4.1320 -1.9984 -0.3451
H40 5.8472 -1.7105 1.5209
H41 4.1634 -3.5850 1.0892
H42 5.1450 -3.4453 2.5839
H43 3.2951 -5.1963 3.3071
H44 1.1991 -5.4460 4.7132
H45 -0.3635 -3.4177 5.1493
H46 0.2750 -1.1000 4.1766
H47 1.7794 -0.4780 1.9307
H48 6.6120 2.2817 -3.5043
H49 5.3558 2.2411 -2.0785
C29 -3.7720 2.8809 -4.1291
N2 -2.6695 2.7413 -5.0703
C30 -1.4714 3.3290 -4.4755
P1 -2.3256 1.2237 -5.8261
O6 -2.2247 0.4720 -4.4931
N3 -3.7064 0.3956 -6.4082
C31 -5.0495 0.9269 -6.4571
C32 -3.7652 -1.0353 -6.1196
N4 -2.3336 2.0877 -7.4003
C33 -1.1012 1.8216 -8.1542
C34 -2.7365 3.4704 -7.6150
H50 -3.8510 3.9189 -3.7915
H51 -3.6626 2.2422 -3.2455
H52 -4.7303 2.6676 -4.5975
H53 -0.6609 3.3698 -5.2133
H54 -1.1162 2.7473 -3.6160
H55 -1.6537 4.3574 -4.1520
H56 -5.5501 0.8570 -5.4838
H57 -5.6546 0.3691 -7.1786
H58 -5.0778 1.9631 -6.7949
H59 -4.1318 -1.2290 -5.1047
H60 -2.7785 -1.4908 -6.2171
H61 -4.4207 -1.5503 -6.8275
H62 -0.2473 2.3546 -7.7211
H63 -1.2027 2.1127 -9.2025
H64 -0.8735 0.7501 -8.1400
H65 -1.9985 4.1880 -7.2384
H66 -3.6999 3.6964 -7.1633
H67 -2.8595 3.6523 -8.6883
C35 -3.8980 -1.9204 2.7111
N5 -4.5138 -3.2396 2.7456
C36 -4.1298 -3.9664 1.5365
P2 -4.4032 -4.2393 4.1504
O7 -2.8753 -4.1887 4.2264
N6 -4.6878 -3.4201 5.6280
C37 -5.1525 -2.0580 5.7603
C38 -3.7622 -3.7203 6.7172
N7 -6.1829 -4.4580 4.0783
C39 -6.5409 -5.8826 4.0982
C40 -7.0956 -3.7470 3.1946
H68 -4.1101 -1.4295 1.7560
H69 -2.8102 -1.9533 2.8438
H70 -4.3218 -1.2585 3.4637
H71 -4.6911 -4.9054 1.4626
H72 -3.0615 -4.2109 1.5306
H73 -4.3628 -3.3894 0.6374
H74 -4.3353 -1.3360 5.6411
H75 -5.5902 -1.8983 6.7507
H76 -5.9441 -1.8151 5.0509
H77 -2.8326 -3.1449 6.6293
H78 -3.5058 -4.7807 6.7263
H79 -4.2148 -3.4979 7.6877
H80 -6.3150 -6.3628 3.1395
H81 -7.6008 -6.0257 4.3224
H82 -5.9755 -6.4034 4.8786
H83 -7.0236 -4.0842 2.1541
H84 -6.9427 -2.6702 3.2202
H85 -8.1267 -3.9105 3.5266

Atoms 1-3, force components in eV/Å:
C 0.1 -0.3 -0.3
C 0.5 0.0 0.2
C 0.4 -0.3 0.6

Properties
SMILES: CCCCCCCCCCCCCCCC[C@]1(CCCNCc2ccccc2O)COS(=O)(=O)O1.CN(C)P(=O)(N(C)C)N(C)C.CN(C)P(=O)(N(C)C)N(C)C
Gap between HOMO and LUMO in eV: 6.971
HOMO in eV: -8.09
Net charge: 0

Entry 2:
Formula: C40H87Br4InN10O16
Source: the Open Molecules 2025 dataset
Level of theory: ωB97M-V/def2-TZVPD

Positions of all 158 atoms, in Å:
In1 3.0623 -1.5007 1.7392
C1 -0.2682 1.6749 -0.4458
C2 0.6496 0.6160 0.1471
O1 1.1103 -0.3089 -0.5612
O2 1.0673 0.7818 1.3229
H1 -0.1393 1.8347 -1.5163
H2 -0.3072 2.6864 -0.0416
H3 -1.2967 1.3450 -0.2999
C3 6.9152 -1.8991 -1.1951
C4 5.9016 -1.4922 -0.1577
O3 5.9654 -2.1206 0.9116
O4 5.0004 -0.6372 -0.3592
H4 6.5174 -2.7974 -1.6672
H5 7.8666 -2.1202 -0.7114
H6 6.9694 -1.0892 -1.9227
C5 -0.3169 -3.7563 4.6462
C6 0.5506 -2.7471 3.9411
O5 0.3718 -2.4883 2.7173
O6 1.5396 -2.1858 4.4975
H7 -0.5595 -4.5392 3.9277
H8 -1.1797 -3.1497 4.9213
H9 0.1397 -4.0027 5.6048
Br1 -1.3476 0.1322 -3.4959
C7 -1.6534 1.6318 -4.9027
C8 -3.0681 2.2506 -4.6991
Br2 -4.4943 0.8841 -4.6747
H10 -1.5088 1.1801 -5.8841
H11 -0.8510 2.3364 -4.6842
H12 -3.3305 2.8667 -5.5591
H13 -3.1069 2.8125 -3.7659
Br3 -5.7545 2.5318 4.4391
C9 -5.7332 2.3310 2.4673
C10 -6.9850 2.9867 1.9022
Br4 -8.6866 2.2721 2.6497
H14 -5.5859 1.2623 2.3110
H15 -4.7520 2.6585 2.1236
H16 -6.9776 2.7833 0.8314
H17 -6.9783 4.0679 2.0406
C11 -2.9799 -2.9545 1.7724
C12 -3.8687 -3.0332 3.0406
O7 -4.2073 -1.9749 3.5748
N1 -4.2113 -4.2342 3.5110
C13 -4.8959 -4.3682 4.7657
H18 -3.6593 -2.9713 0.9203
H19 -2.3683 -3.8532 1.6923
H20 -2.3333 -2.0773 1.7988
H21 -4.1224 -5.0334 2.8998
H22 -4.2541 -4.0235 5.5766
H23 -5.2606 -5.3417 5.0932
H24 -5.7710 -3.7242 4.8531
C14 -0.7817 -3.5983 -0.6521
C15 -2.1415 -3.7689 -1.2839
O8 -2.7528 -4.8522 -1.2409
N2 -2.6664 -2.7169 -1.8622
C16 -3.7710 -2.7138 -2.7767
H25 -0.7799 -3.4918 0.4327
H26 -0.2519 -2.7135 -1.0049
H27 -0.0863 -4.4106 -0.8631
H28 -2.2092 -1.8202 -1.7785
H29 -4.7189 -2.8894 -2.2681
H30 -3.5237 -3.5864 -3.3814
H31 -3.7748 -1.7424 -3.2711
C17 1.9394 0.9769 -6.1153
C18 2.1551 1.6338 -4.7891
O9 1.8934 2.7793 -4.7476
N3 2.8809 1.0750 -3.8124
C19 3.3392 1.7159 -2.5075
H32 2.8178 0.5439 -6.5939
H33 1.4262 1.6555 -6.7966
H34 1.3392 0.0791 -5.9680
H35 3.2461 0.1494 -3.9858
H36 4.3134 1.3553 -2.1775
H37 2.5635 1.5914 -1.7520
H38 3.5760 2.7789 -2.5536
C20 0.1432 -5.2029 -3.8471
C21 0.0249 -6.4550 -2.9955
O10 -0.8834 -6.5607 -2.2125
N4 1.0228 -7.3079 -3.0355
C22 1.3405 -8.3788 -2.1086
H39 -0.6863 -5.2847 -4.5496
H40 1.0032 -5.2260 -4.5164
H41 0.0628 -4.2812 -3.2709
H42 1.7045 -7.1738 -3.7687
H43 2.1183 -9.0492 -2.4741
H44 0.4444 -8.9318 -1.8270
H45 1.7135 -7.9518 -1.1776
C23 2.6208 -3.1741 -2.7948
C24 2.8565 -4.0009 -1.5276
O11 2.7323 -3.4673 -0.4031
N5 3.5314 -5.1182 -1.7485
C25 4.2485 -5.9096 -0.7644
H46 3.1622 -2.2387 -2.6532
H47 1.6120 -2.9290 -3.1267
H48 3.1225 -3.7065 -3.6028
H49 3.5717 -5.4663 -2.6957
H50 5.0498 -5.4423 -0.1921
H51 4.6787 -6.8197 -1.1824
H52 3.4817 -6.3417 -0.1214
C26 1.4368 1.7210 5.5346
C27 1.9721 0.9146 6.7071
O12 2.5433 1.4752 7.6574
N6 1.7603 -0.3880 6.6801
C28 2.2873 -1.3704 7.6475
H53 1.6062 2.7958 5.5999
H54 0.3620 1.5423 5.5036
H55 1.9512 1.3978 4.6296
H56 1.4498 -0.7965 5.8102
H57 3.3772 -1.3563 7.6381
H58 1.9214 -2.3951 7.7133
H59 1.9580 -0.9669 8.6050
C29 -1.9433 0.9560 2.6564
C30 -1.6822 2.4178 2.8714
O13 -2.6052 3.1355 3.3515
N7 -0.4403 2.8502 2.6932
C31 0.0014 4.2497 2.9261
H60 -1.2676 0.2578 3.1504
H61 -1.8276 0.7510 1.5921
H62 -2.9987 0.7642 2.8498
H63 0.1918 2.1595 2.3142
H64 0.2979 4.8687 2.0793
H65 0.9183 4.1274 3.5026
H66 -0.7328 4.7748 3.5370
C32 -3.2238 3.5521 -0.4827
C33 -4.1950 4.6317 -0.8783
O14 -5.2369 4.6702 -0.2852
N8 -3.8905 5.3523 -1.9193
C34 -4.8090 6.3511 -2.5262
H67 -2.9322 3.5641 0.5675
H68 -2.4049 3.3948 -1.1846
H69 -3.7886 2.6237 -0.5665
H70 -3.0061 5.3551 -2.4071
H71 -5.8111 6.5661 -2.1551
H72 -4.9734 6.0434 -3.5589
H73 -4.3015 7.3151 -2.4903
C35 4.8882 2.4984 4.1782
C36 4.0583 2.4494 2.9295
O15 3.6089 1.3171 2.5932
N9 3.9199 3.6319 2.2474
C37 3.2488 3.7817 0.9953
H74 4.5022 1.7433 4.8630
H75 4.8961 3.4605 4.6906
H76 5.9323 2.4090 3.8781
H77 4.2292 4.5077 2.6441
H78 3.4341 4.6445 0.3555
H79 2.1751 3.7820 1.1827
H80 3.4230 2.9076 0.3677
C38 0.9513 4.7039 -1.9921
C39 0.1025 5.2778 -2.9743
O16 -1.1236 5.3833 -2.7560
N10 0.7693 5.6618 -4.1090
C40 0.1753 5.9892 -5.4265
H81 1.5121 3.8680 -2.4103
H82 0.2646 4.3027 -1.2467
H83 1.6212 5.4742 -1.6099
H84 1.7763 5.6515 -4.0318
H85 -0.9090 5.9364 -5.5242
H86 0.5712 5.2484 -6.1213
H87 0.4865 6.9500 -5.8366

Atoms 1-3, force components in eV/Å:
In -1.4 1.5 -1.5
C -1.1 0.4 -0.6
C 2.4 -0.6 0.0

Properties
Gap between HOMO and LUMO in eV: 2.836
HOMO in eV: -8.30
Net charge: 0

Q: Look up the HOMO of the second one.
A: -8.30 eV

Q: What is the formula in the first record?
A: C40H85N7O7P2S

Q: Among the records above, which one has the lowest HOMO?
A: C40H87Br4InN10O16

Q: Which of these has the lowest HOMO?
A: C40H87Br4InN10O16